Entry from the OMol25 dataset: a 3-piece molecular cluster, HN2O3S overall in a non-equilibrium geometry (ωB97M-V/def2-TZVPD).

Output
**ΔE to the lowest compared entry with this formula, charge and spin**: 1.135 eV
**Total charge**: -1
**Highest occupied orbital energy (alpha / beta)**: -2.5 / -3.2 eV
**Total energy**: -733.91059 a.u.
**Gap between HOMO and LUMO (alpha / beta)**: 6.69 / 7.10 eV
**<S²>**: 2.01
**2S+1**: 3

Last column: Löwdin charge in e.
Atoms and positions in Å:
N -0.87418 -0.46768 -1.99408  0.236
N 0.10186 0.03204 -1.94432  -0.323
O 1.10201 0.58753 -1.71108  0.025
O 1.82360 -0.93937 1.33551  -0.779
O -1.34501 0.26366 1.06231  -0.625
S 1.09669 0.37973 1.41597  0.623
H -1.90497 0.14409 1.83570  -0.157